Entry from OMol25: a structure of composition C45H49BaF6N2P2SSb at a distorted geometry (wB97M-V/def2-TZVPD).

Calculated values
- 2S+1: 2
- Energy relative to the best compared isomer or geometry (same formula, charge and spin): 17.6 kcal/mol
- LUMO energy (alpha / beta): -2.915 / -4.173 eV
- Charge: +1
- <S²>: 0.760
- DFT total energy: -3799.4395 a.u.
- Frontier orbital gap (alpha / beta): 0.2666 / 0.2204 Ha

```
107
Properties=species:S:1:pos:R:3:lowdin_charge:R:1
Ba 0.91 0.50 -2.11 1.6469
C -2.02 -1.24 1.30 -0.2707
C -0.71 -0.51 1.10 -0.3946
P 0.27 -0.08 2.66 1.0501
C 0.39 -1.72 3.43 -0.3964
C 1.57 -2.43 3.33 -0.1259
C 1.73 -3.65 3.95 -0.0735
C 0.72 -4.15 4.79 -0.0770
C -0.45 -3.43 4.92 -0.0808
C -0.62 -2.21 4.28 -0.0900
C -0.88 0.88 3.62 -0.3949
C -0.70 0.89 5.03 -0.1134
C -1.50 1.67 5.84 -0.0771
C -2.46 2.50 5.28 -0.0815
C -2.62 2.59 3.90 -0.0884
C -1.87 1.77 3.08 -0.0907
C -3.22 -0.66 0.52 -0.3439
P -2.97 -0.26 -1.27 1.0175
C -3.03 -1.87 -2.01 -0.4389
C -2.33 -2.04 -3.21 -0.1258
C -2.30 -3.29 -3.86 -0.0724
C -3.07 -4.33 -3.36 -0.0889
C -3.87 -4.15 -2.24 -0.0645
C -3.88 -2.90 -1.58 -0.0664
C -4.62 0.29 -1.65 -0.3764
C -5.26 -0.03 -2.86 -0.0786
C -6.44 0.54 -3.27 -0.0715
C -7.10 1.43 -2.43 -0.0807
C -6.53 1.78 -1.23 -0.0743
C -5.28 1.25 -0.89 -0.0974
H -2.35 -1.21 2.33 0.0830
H -1.84 -2.33 1.09 0.1185
H -0.86 0.47 0.59 0.0265
H -0.02 -1.11 0.54 0.0033
H 2.42 -2.01 2.80 0.0957
H 2.65 -4.21 3.82 0.1044
H 0.89 -5.09 5.29 0.1069
H -1.25 -3.82 5.53 0.1054
H -1.49 -1.58 4.52 0.1066
H 0.00 0.21 5.50 0.1086
H -1.33 1.60 6.90 0.1045
H -3.14 3.08 5.89 0.1057
H -3.37 3.25 3.47 0.1093
H -2.00 1.78 1.98 0.0961
H -3.51 0.31 0.97 0.0643
H -4.13 -1.27 0.59 0.0824
H -1.80 -1.20 -3.68 0.0887
H -1.73 -3.35 -4.78 0.1068
H -3.05 -5.28 -3.95 0.1204
H -4.49 -4.98 -1.87 0.1113
H -4.50 -2.76 -0.69 0.1048
H -4.81 -0.76 -3.54 0.1063
H -6.83 0.28 -4.22 0.0988
H -8.04 1.86 -2.66 0.0994
H -6.99 2.49 -0.55 0.1088
H -4.80 1.55 0.04 0.0873
C 5.79 0.11 -2.12 -0.0455
C 6.27 -1.08 -1.59 -0.0260
C 5.32 -1.96 -1.06 -0.0171
C 3.95 -1.76 -1.23 -0.2416
N 3.51 -0.58 -1.78 -0.0255
C 4.42 0.27 -2.28 -0.1451
C 3.00 -2.83 -1.00 -0.1954
C 3.51 -4.10 -1.31 -0.0207
C 2.74 -5.27 -1.18 -0.0406
C 1.41 -5.07 -0.86 -0.0840
C 0.87 -3.82 -0.66 -0.0982
C 1.64 -2.68 -0.72 0.0802
H 6.43 0.94 -2.41 0.1166
H 7.31 -1.35 -1.57 0.1153
H 5.65 -2.90 -0.59 0.1264
H 4.04 1.14 -2.79 0.0952
H 4.49 -4.27 -1.71 0.1149
H 3.11 -6.27 -1.33 0.1155
H 0.73 -5.91 -0.75 0.1179
H -0.21 -3.75 -0.46 0.1060
F 1.79 1.95 -3.99 -0.5986
Sb 1.47 1.15 -5.85 1.5477
F 3.22 1.22 -6.46 -0.3122
F 0.94 2.84 -6.55 -0.3280
F 0.92 0.13 -7.34 -0.3226
F -0.11 0.93 -4.74 -0.4743
F 1.84 -0.32 -4.51 -0.5206
C -0.46 4.55 -0.72 -0.4112
S -0.83 3.23 -1.89 0.6115
C -0.41 4.00 -3.51 -0.3713
H 0.55 4.99 -0.90 0.0511
H -0.56 4.13 0.30 0.0302
H -1.20 5.33 -0.80 0.0276
H -0.87 4.98 -3.59 0.0470
H -0.90 3.35 -4.23 0.0237
H 0.68 4.03 -3.63 0.0301
C 3.60 4.92 2.03 -0.0416
C 3.58 3.39 2.18 -0.6024
C 4.97 2.81 2.11 -0.0560
C 2.82 2.97 3.47 -0.0505
C 2.78 2.81 1.06 -0.1481
N 2.09 2.25 0.29 0.1349
H 4.14 5.39 2.86 0.0969
H 2.55 5.30 2.03 0.0980
H 4.04 5.21 1.07 0.0889
H 5.62 3.12 2.97 0.1061
H 5.51 3.12 1.21 0.0930
H 4.92 1.71 2.15 0.0916
H 3.27 3.46 4.36 0.0970
H 2.82 1.85 3.64 0.0911
H 1.76 3.28 3.41 0.0891
```


Entry from OMol25: a structure of composition C48H49B5N7O40Sn at a distorted geometry (wB97M-V/def2-TZVPD).

Calculated values
- 2S+1: 1
- LUMO energy: 3.732 eV
- Charge: -3
- DFT total energy: -5591.0027 a.u.
- Frontier orbital gap: 0.2583 Ha

```
150
Properties=species:S:1:pos:R:3:lowdin_charge:R:1
Sn -0.88 14.34 10.19 1.5608
O 0.37 13.81 1.33 0.1510
C -0.48 14.28 2.03 -0.3911
O -0.22 14.96 3.13 0.2122
B -1.51 15.25 3.79 -0.9145
O -2.58 14.84 2.88 0.2505
C -2.02 14.17 1.92 -0.3563
O -2.56 13.47 1.02 0.0841
O -1.58 16.67 4.24 0.2058
C -1.51 16.72 5.61 -0.3860
O -1.55 17.70 6.28 0.1347
C -1.55 15.30 6.10 -0.2824
O -1.56 14.45 5.01 0.2399
O -1.44 15.01 7.30 -0.0069
O -6.90 11.64 3.86 0.0749
C -5.83 11.62 4.50 -0.3841
O -5.66 11.40 5.76 0.2420
B -4.21 11.47 6.04 -0.8310
O -3.53 12.00 4.82 0.2208
C -4.46 11.93 3.84 -0.3331
O -4.32 12.28 2.68 0.1431
O -3.79 12.24 7.18 0.2411
C -3.23 11.46 8.08 -0.3327
O -2.69 11.79 9.13 0.0669
C -3.15 10.05 7.53 -0.4623
O -3.73 10.08 6.44 0.2547
O -2.57 9.07 7.96 0.1394
O -5.11 7.55 9.49 0.1601
C -4.77 8.19 10.43 -0.3951
O -5.11 9.46 10.75 0.1995
B -4.41 9.80 12.05 -0.8544
O -3.93 8.49 12.53 0.2351
C -4.10 7.56 11.64 -0.3956
O -3.76 6.38 11.74 0.1029
O -5.23 10.45 13.08 0.1926
C -4.89 11.77 13.32 -0.2530
O -5.44 12.64 14.06 0.0489
C -3.59 11.96 12.43 -0.2849
O -3.33 10.77 11.82 0.2113
O -2.86 12.98 12.30 -0.0273
O 6.01 12.71 15.02 0.1054
C 5.08 12.08 14.56 -0.3779
O 4.63 12.05 13.31 0.2367
B 3.48 11.18 13.34 -0.9965
O 3.34 10.61 14.69 0.2484
C 4.27 11.09 15.47 -0.3544
O 4.41 10.85 16.68 0.0787
O 3.50 10.22 12.23 0.2081
C 2.40 10.33 11.45 -0.3191
O 2.04 9.59 10.55 0.1661
C 1.55 11.52 12.09 -0.2491
O 2.30 11.98 13.15 0.1974
O 0.43 11.97 11.74 0.0008
O 2.81 12.34 1.93 0.0689
C 2.61 12.11 3.16 -0.2982
O 1.46 11.83 3.75 0.2578
B 1.71 11.54 5.13 -0.8924
O 3.15 11.82 5.39 0.2531
C 3.73 12.07 4.33 -0.4603
O 4.87 12.43 4.06 0.0738
O 1.01 12.42 6.07 0.2509
C 0.61 11.74 7.08 -0.3730
O 0.10 12.22 8.11 0.0014
C 0.76 10.27 6.81 -0.2995
O 1.44 10.18 5.65 0.2239
O 0.41 9.34 7.58 0.1325
C 5.86 14.69 10.73 -0.1146
C 5.76 14.03 9.43 -0.2715
C 4.59 14.25 8.46 -0.1736
C 3.27 13.83 8.97 -0.1466
N 2.23 13.57 9.45 0.1845
H 5.22 15.58 10.71 0.0667
H 6.89 14.98 10.88 0.0800
H 5.51 14.12 11.59 0.0685
H 5.83 12.95 9.55 0.1259
H 6.55 14.46 8.82 0.1114
H 4.91 13.61 7.64 0.1208
H 4.54 15.21 7.95 0.1048
C -6.82 16.32 6.01 -0.0944
C -6.08 15.21 6.88 -0.1825
C -5.21 15.95 7.96 -0.1680
C -4.52 15.14 9.00 -0.2209
N -4.06 14.53 9.85 0.1628
H -6.26 16.87 5.26 0.0642
H -7.26 17.09 6.64 0.0554
H -7.56 15.82 5.39 0.0627
H -5.36 14.65 6.29 0.0999
H -6.73 14.46 7.32 0.1134
H -5.81 16.64 8.55 0.1098
H -4.34 16.43 7.51 0.1034
C -2.02 20.94 11.21 -0.1050
C -2.52 20.81 9.78 -0.2426
C -1.91 19.65 8.89 -0.1586
C -2.07 18.24 9.30 -0.1817
N -2.20 17.14 9.69 0.1373
H -0.93 20.84 11.16 0.0515
H -2.42 20.10 11.79 0.0711
H -2.26 21.84 11.76 0.0685
H -2.42 21.77 9.28 0.0990
H -3.59 20.63 9.76 0.0974
H -0.84 19.86 8.96 0.1027
H -2.03 19.77 7.81 0.1060
C 2.30 20.06 12.98 -0.0813
C 1.72 19.24 11.84 -0.2246
C 2.83 18.74 10.86 -0.2207
C 3.39 19.75 10.01 -0.2428
N 3.85 20.62 9.38 0.1326
H 3.16 20.66 12.67 0.0755
H 2.60 19.38 13.79 0.0457
H 1.50 20.72 13.29 0.0664
H 1.15 19.69 11.03 0.0879
H 1.14 18.37 12.18 0.0802
H 2.45 17.87 10.33 0.0920
H 3.68 18.26 11.34 0.1079
C 2.83 15.25 5.12 -0.0589
C 2.06 16.58 5.19 -0.2062
C 2.16 17.33 6.52 -0.1508
C 1.24 16.88 7.61 -0.1709
N 0.59 16.60 8.51 0.1589
H 3.85 15.26 4.73 0.0873
H 2.24 14.54 4.53 0.0748
H 2.85 14.79 6.10 0.0614
H 1.03 16.41 4.91 0.0913
H 2.51 17.18 4.41 0.1138
H 2.17 18.42 6.43 0.1142
H 3.15 17.20 6.95 0.1008
C 4.61 16.71 16.01 -0.0761
C 3.67 16.93 14.77 -0.2273
C 3.65 15.87 13.69 -0.1622
C 2.49 15.75 12.78 -0.1731
N 1.56 15.61 12.04 0.1540
H 5.61 16.31 15.81 0.0704
H 4.13 16.11 16.78 0.0756
H 4.82 17.74 16.29 0.0619
H 3.82 17.91 14.31 0.0793
H 2.70 16.95 15.26 0.0893
H 3.55 14.85 14.05 0.1219
H 4.51 15.85 13.02 0.1056
C -1.11 19.11 15.61 -0.1095
C -0.60 17.73 16.11 -0.2020
C -1.40 16.58 15.34 -0.1637
C -1.37 16.69 13.89 -0.2345
N -1.40 16.78 12.76 0.1706
H -2.19 19.02 15.67 0.0721
H -0.75 19.34 14.61 0.0579
H -0.86 19.93 16.29 0.0623
H -0.86 17.63 17.17 0.0998
H 0.46 17.62 15.87 0.0807
H -2.45 16.47 15.61 0.1213
H -1.02 15.60 15.60 0.1183
```


Entry from OMol25: a cluster of 9 separate species, C18H50Br4O7 in total at a distorted geometry (wB97M-V/def2-TZVPD).

Calculated values
- 2S+1: 1
- Energy relative to the best compared isomer or geometry (same formula, charge and spin): 0.0 kcal/mol
- LUMO energy: 0.438 eV
- Charge: 0
- DFT total energy: -11538.5268 a.u.
- Frontier orbital gap: 0.3707 Ha

```
79
Properties=species:S:1:pos:R:3:lowdin_charge:R:1
Br 1.32 -0.21 5.46 0.6744
C 1.40 1.63 4.85 -0.7131
C 2.08 1.75 3.53 -0.6987
Br 1.81 3.56 2.92 0.7322
H 1.91 2.19 5.62 0.0541
H 0.38 1.99 4.79 0.0313
H 1.62 1.06 2.83 0.0257
H 3.13 1.52 3.61 0.0620
Br -0.47 5.11 -0.43 0.6560
C 0.76 3.74 -0.98 -0.6800
C 0.06 2.57 -1.63 -0.6920
Br -1.10 3.05 -3.11 0.6462
H 1.31 3.47 -0.10 0.0127
H 1.51 4.17 -1.65 0.0665
H -0.57 2.05 -0.90 0.0337
H 0.74 1.80 -1.97 0.0502
C 0.66 -0.28 -5.99 -0.0831
C -0.46 -0.46 -4.98 -0.2883
O -0.38 -1.77 -4.34 -0.1044
H 0.52 -1.01 -6.80 0.0760
H 1.63 -0.49 -5.54 0.0774
H 0.65 0.70 -6.46 0.0776
H -1.43 -0.36 -5.47 0.1156
H -0.42 0.34 -4.24 0.0635
H -0.61 -2.40 -5.04 0.0969
C 6.05 1.89 -0.11 -0.0960
C 4.73 1.35 0.35 -0.3154
O 3.79 1.47 -0.74 -0.1194
H 5.89 2.84 -0.63 0.0755
H 6.57 1.20 -0.77 0.0712
H 6.70 2.10 0.74 0.0735
H 4.35 1.88 1.23 0.0903
H 4.84 0.28 0.59 0.1137
H 2.99 0.95 -0.52 0.0329
C -3.40 0.07 -1.83 -0.0797
C -3.51 -1.40 -2.25 -0.2429
O -2.22 -2.10 -2.14 -0.1289
H -4.32 0.67 -1.93 0.0820
H -2.64 0.63 -2.41 0.0203
H -3.10 0.15 -0.78 0.0662
H -3.91 -1.54 -3.26 0.1097
H -4.20 -1.90 -1.57 0.1112
H -1.66 -1.82 -2.89 0.0519
C -0.05 -4.96 -0.32 -0.0856
C -1.43 -4.81 0.26 -0.3121
O -1.90 -3.49 0.22 -0.1101
H 0.27 -6.00 -0.27 0.0778
H 0.65 -4.29 0.17 0.0698
H -0.04 -4.74 -1.39 0.0745
H -1.40 -5.10 1.31 0.1138
H -2.11 -5.47 -0.29 0.1146
H -1.94 -3.15 -0.70 0.0653
C 1.52 -1.42 -1.29 -0.0721
C 0.75 -0.86 -0.12 -0.2766
O 1.47 0.29 0.39 -0.1324
H 1.80 -0.67 -2.02 0.0750
H 0.85 -2.11 -1.81 0.0604
H 2.38 -2.00 -0.97 0.0830
H 0.61 -1.62 0.65 0.1085
H -0.24 -0.51 -0.45 0.1035
H 0.83 0.84 0.92 0.0540
C -2.58 -0.94 4.23 -0.0824
C -1.54 -1.52 3.32 -0.3069
O -1.88 -1.37 1.92 -0.1299
H -3.58 -1.32 4.04 0.0771
H -2.58 0.15 4.15 0.0647
H -2.28 -1.12 5.27 0.0757
H -1.44 -2.60 3.52 0.1190
H -0.56 -1.09 3.54 0.0459
H -1.96 -2.25 1.49 0.0606
C -1.82 3.31 2.62 -0.1050
C -2.07 2.11 1.75 -0.2947
O -0.92 1.23 1.79 -0.1318
H -2.73 3.91 2.73 0.0827
H -1.06 3.95 2.18 -0.0103
H -1.49 2.94 3.59 0.0638
H -2.33 2.36 0.72 0.0993
H -2.90 1.51 2.14 0.1100
H -1.28 0.33 1.65 0.0425
```